Computed, not measured: 13 unconnected molecules or ions with the total composition C4H34NO15 at a distorted geometry, with the ωB97M-V functional and the def2-TZVPD basis.

Calculated values
Total charge: +1
Largest force on an atom in eV Å⁻¹: 3.63
HOMO energy in eV: -13.395
ΔE to the lowest compared entry with this formula, charge and spin in kJ/mol: 314.0
HOMO-LUMO gap in eV: 10.7
LUMO in eV: -2.662
Multiplicity: 1

Positions of all 54 atoms, in Å:
C (-0.59125, 0.11841, 1.36925)
O (-0.25053, -1.28337, 1.15897)
C (-0.82009, 0.57804, -0.03412)
C (0.07895, 1.78290, -0.49238)
C (-0.43208, 3.10856, -1.07913)
O (-1.76337, 2.99952, -1.47595)
O (0.20479, 4.02543, -1.45557)
N (-2.39487, 0.84310, -0.22459)
H (-1.54359, 0.25089, 2.00372)
H (0.25467, 0.52893, 1.92416)
H (-0.41830, -1.80399, 2.02764)
H (-0.52649, -0.13539, -0.76084)
H (0.90031, 1.40992, -1.28214)
H (0.78985, 2.04037, 0.27349)
H (-2.19604, 3.69626, -1.94268)
H (-2.96708, 0.79237, 0.64313)
H (-2.90805, 0.03972, -0.72002)
H (-2.52623, 1.70031, -0.81409)
H (1.72403, -1.29034, -1.47904)
H (3.18220, -1.16480, -1.69560)
O (2.39010, -0.86838, -2.05448)
H (-2.10861, 3.08043, 2.01245)
H (-3.36893, 3.76402, 2.59250)
O (-3.03805, 3.26921, 1.86738)
H (1.42609, -1.72168, 1.10801)
H (2.35644, -2.82878, 1.04055)
O (2.37089, -1.89643, 0.99252)
H (-3.27828, -1.50467, -3.56847)
H (-2.35100, -1.83968, -2.38162)
O (-2.73148, -1.17125, -2.91326)
H (4.18430, 2.19095, -1.95619)
H (4.61733, 2.18267, -0.46934)
O (3.89153, 1.98815, -1.06147)
H (0.95445, -4.15526, -0.62855)
H (0.75222, -4.63915, 0.87614)
O (0.72273, -3.90264, 0.31565)
H (-4.95523, -0.36735, -1.67006)
H (-4.25192, -1.49661, -0.81254)
O (-4.51615, -0.55553, -0.79558)
H (0.25429, -2.82923, -3.15164)
H (1.74207, -2.30985, -3.12487)
O (1.14175, -3.05780, -2.78608)
H (-1.68542, -3.59909, -0.94630)
H (-1.26959, -2.38857, 0.12334)
O (-1.60206, -2.66688, -0.75827)
H (3.26701, -0.57211, 2.56734)
H (4.27809, -0.32083, 3.71406)
O (4.16191, -0.13364, 2.77186)
H (2.76008, 0.99253, 2.12760)
H (2.56567, 0.36431, 0.65051)
O (2.26807, 0.97432, 1.32378)
H (0.40101, 3.37516, 3.23074)
H (0.80661, 1.86685, 2.97360)
O (0.04728, 2.54001, 2.84653)

***

Computed, not measured: 13 unconnected molecules or ions with the total composition C4H35N2O12 at a distorted geometry, with the ωB97M-V functional and the def2-TZVPD basis.

Calculated values
Total charge: +1
Largest force on an atom in eV Å⁻¹: 2.80
HOMO energy in eV: -10.932
ΔE to the lowest compared entry with this formula, charge and spin in kJ/mol: 270.7
HOMO-LUMO gap in eV: 8.3
LUMO in eV: -2.617
Multiplicity: 1

Positions of all 53 atoms, in Å:
C (0.78269, -0.55646, 4.39782)
C (0.33541, -1.61395, 3.34623)
C (-0.40927, -1.10461, 2.16186)
C (-0.53225, -2.01062, 1.11314)
N (-1.00866, -1.72678, -0.22067)
N (-1.09796, 0.03494, 2.29809)
H (-0.00786, -0.33910, 5.10137)
H (1.24997, 0.32643, 3.95356)
H (1.44177, -1.13219, 5.04356)
H (-0.21125, -2.39300, 3.96693)
H (1.31092, -1.99292, 3.00387)
H (-0.30115, -3.04243, 1.34998)
H (-0.44497, -0.93632, -0.64152)
H (-0.91203, -2.63300, -0.66148)
H (-2.01330, -1.44820, -0.34416)
H (-1.76585, 0.25290, 1.50473)
H (-0.96833, 0.69502, 3.06261)
H (1.81330, 3.85053, 1.33945)
H (0.53783, 4.70295, 1.66971)
O (0.87218, 3.80422, 1.56535)
H (-3.03978, -0.84306, -2.30634)
H (-3.94528, 0.50221, -2.77160)
O (-3.63033, -0.11388, -2.11777)
H (2.78131, 2.70253, -2.97570)
H (1.98793, 1.66778, -2.09212)
O (2.86472, 1.99748, -2.32106)
H (0.77703, 1.44930, 0.15991)
H (0.60187, 2.76763, -0.42598)
O (0.51863, 1.83783, -0.68996)
H (-2.19558, -2.18980, -4.34815)
H (-1.71995, -0.76660, -4.11055)
O (-1.97950, -1.56969, -3.63639)
H (0.81877, 0.22368, -2.13164)
H (0.54782, -1.18561, -2.71053)
O (1.02239, -0.72638, -2.00735)
H (-0.77000, 1.54877, -2.00970)
H (-0.96812, 2.04680, -3.42062)
O (-0.93406, 1.23250, -2.90650)
H (-1.09970, 2.83490, 2.43440)
H (-0.36930, 3.06568, 3.82968)
O (-1.01279, 2.53565, 3.34632)
H (-3.57304, 0.59566, 0.04577)
H (-2.79175, 1.67938, 0.84774)
O (-2.68826, 0.91444, 0.26648)
H (3.13794, 1.51149, 1.15485)
H (3.08135, 2.23254, -0.17483)
O (2.85873, 2.35516, 0.76082)
H (1.21331, -4.74179, 0.08883)
H (1.34743, -4.67066, -1.41411)
O (0.84937, -4.28812, -0.67921)
H (2.62619, -1.79523, -2.04384)
H (2.15576, -3.18558, -1.61840)
O (2.88766, -2.72429, -2.04195)

***

Computed, not measured: 13 unconnected molecules or ions with the total composition C4H35N2O12 at a distorted geometry, with the ωB97M-V functional and the def2-TZVPD basis.

Calculated values
Total charge: +1
Largest force on an atom in eV Å⁻¹: 3.11
HOMO energy in eV: -13.448
ΔE to the lowest compared entry with this formula, charge and spin in kJ/mol: 136.2
HOMO-LUMO gap in eV: 11.0
LUMO in eV: -2.432
Multiplicity: 1

Positions of all 53 atoms, in Å:
C (-0.35015, 0.04747, -2.86003)
C (-0.33152, 1.15103, -1.81430)
C (0.04616, 0.57553, -0.45417)
N (-2.23203, 0.53003, 1.46895)
C (-1.73993, -0.55723, 0.83486)
N (-0.74812, -0.57714, -0.06244)
H (-0.71015, 0.33707, -3.89391)
H (0.66651, -0.12621, -3.13274)
H (-0.83038, -0.91369, -2.63527)
H (-1.25125, 1.70463, -1.71757)
H (0.45763, 1.81381, -2.16917)
H (-0.14137, 1.30836, 0.45230)
H (1.10856, 0.23688, -0.35729)
H (-2.12335, 1.42757, 0.98735)
H (-3.03982, 0.34748, 2.04153)
H (-2.21715, -1.48594, 1.10854)
H (-0.70475, -1.44919, -0.54493)
H (0.45653, 1.50666, 2.14507)
H (1.63410, 0.83792, 2.76288)
O (1.39230, 1.66193, 2.29955)
H (3.81169, 0.95544, -0.49665)
H (3.81647, 0.10441, -1.67720)
O (4.15639, 0.07476, -0.77745)
H (1.81916, -2.49476, -0.69210)
H (1.21607, -2.94441, -2.02486)
O (0.99286, -2.48377, -1.21564)
H (-2.99779, -0.48466, -2.10846)
H (-3.01706, -0.21325, -3.57929)
O (-3.61952, -0.28382, -2.81791)
H (-1.24967, 3.86912, 0.74968)
H (-2.79073, 3.72527, 0.97056)
O (-2.00667, 3.28376, 0.63134)
H (2.10483, -3.48181, 1.19186)
H (0.97723, -4.36988, 1.78063)
O (1.38646, -3.50627, 1.80794)
H (3.68969, -0.05455, 2.19906)
H (2.50798, -1.22715, 1.86566)
O (2.90400, -0.52693, 2.46268)
H (0.36135, -0.63837, 3.53711)
H (0.57356, -1.94964, 2.78351)
O (0.17772, -1.08011, 2.69950)
H (-4.13552, 0.26601, -0.23373)
H (-4.70794, -1.15884, -0.29509)
O (-4.09854, -0.61295, 0.21354)
H (2.35428, 2.06328, 1.06714)
H (3.62433, 2.94509, 0.78220)
O (3.09212, 2.21132, 0.42328)
H (-3.93945, 1.38006, -2.23471)
H (-3.25064, 2.29481, -1.22011)
O (-3.90734, 1.57903, -1.26560)
H (3.52265, -1.17738, -0.10057)
H (4.02592, -2.34429, 0.83124)
O (3.26427, -2.09648, 0.28324)